[1]
ORCA calculation (the ωB97M-V functional and the def2-TZVPD basis) on the molecule C5H5Cl3S3.

Properties
SMILES string: C=CCSC(=S)SC(Cl)(Cl)Cl
HOMO level: -0.3220 hartree
Orbital gap: 7.07 eV

ORCA input file:
```
! wB97M-V def2-TZVPD RIJCOSX def2/J DEFGRID3
* xyz 0 1
C 1.81 2.55 1.86
C 0.50 2.19 1.68
C -0.09 0.99 2.39
S -0.78 -0.23 1.15
C 0.77 -0.53 0.37
S 1.90 -1.50 1.16
S 1.09 0.04 -1.27
C 0.01 -1.06 -2.22
Cl -1.53 -0.12 -2.31
Cl -0.20 -2.71 -1.50
Cl 0.66 -1.23 -3.86
H 2.52 2.02 2.48
H 2.19 3.47 1.37
H -0.12 2.79 1.04
H 0.63 0.50 3.03
H -0.89 1.31 3.09
*
```

Atom charges from the Löwdin analysis, given in e for atoms 1 to 2: number 1, C, carries 0.015; number 2, C, carries -0.241

[2]
ORCA calculation (the ωB97M-V functional and the def2-TZVPD basis) on a structure of composition C5H5ClHfO15.

Properties
HOMO level: -0.1052 hartree
Orbital gap: 7.58 eV
Energy above the lowest of the compared OMol25 structures with the same formula, charge and spin: 3.767 eV

ORCA input file:
```
! wB97M-V def2-TZVPD RIJCOSX def2/J DEFGRID3
* xyz -2 1
Hf -0.31 0.57 -0.26
Cl -2.14 2.71 -0.10
O 2.47 -2.80 0.11
C 2.32 -1.77 0.91
O 1.41 -0.93 0.73
O 3.09 -1.98 1.84
H 3.05 -2.91 0.87
O -3.35 0.28 2.93
C -2.23 -0.38 2.60
O -1.59 0.01 1.64
O -1.88 -1.35 3.30
H -3.53 -0.24 3.72
O -2.87 -2.54 -1.77
C -2.10 -1.60 -1.32
O -2.27 -0.39 -1.52
O -1.07 -1.68 -0.66
H -3.58 -2.10 -2.25
O 1.49 1.09 -4.19
C 0.83 0.83 -3.03
O 1.03 -0.01 -2.09
O 0.05 1.68 -2.55
H 2.18 0.43 -4.27
O 2.52 3.01 1.68
C 1.53 2.39 1.13
O 0.66 1.70 1.66
O 1.44 2.43 -0.07
H 2.85 3.52 0.94
*
```

Atom charges from the Löwdin analysis, given in e for atoms 1 to 2: number 1, Hf, carries 1.983; number 2, Cl, carries -0.284

[3]
ORCA calculation (the ωB97M-V functional and the def2-TZVPD basis) on the molecule C5H5ClS.

Properties
SMILES string: C=C/C(Cl)=C\C=S
HOMO level: -0.3224 hartree
Orbital gap: 7.89 eV
Energy above the lowest of the compared OMol25 structures with the same formula, charge and spin: 3.469 eV

ORCA input file:
```
! wB97M-V def2-TZVPD RIJCOSX def2/J DEFGRID3
* xyz 0 1
C 1.02 -1.72 0.99
C 0.45 -1.34 -0.22
C 0.80 0.06 -0.46
Cl 1.83 0.60 -1.65
C 0.03 0.98 0.11
C -1.08 0.91 1.00
S -2.44 -0.11 0.99
H 0.76 -2.83 1.37
H 1.63 -1.14 1.70
H -0.46 -1.82 -0.90
H -0.21 2.19 -0.29
H -1.09 1.72 1.87
*
```

Atom charges from the Löwdin analysis, given in e for atoms 1 to 2: number 1, C, carries 0.002; number 2, C, carries -0.212

[4]
ORCA calculation (the ωB97M-V functional and the def2-TZVPD basis) on a structure of composition C5H5CsN.

Properties
HOMO level: -0.4705 hartree
Orbital gap: 9.27 eV
Energy above the lowest of the compared OMol25 structures with the same formula, charge and spin: 0.469 eV

ORCA input file:
```
! wB97M-V def2-TZVPD RIJCOSX def2/J DEFGRID3
* xyz 1 1
Cs 0.87 1.69 -3.69
N 0.24 0.58 -0.99
C 0.36 -0.69 -1.01
C 0.12 -1.47 0.19
C -0.41 -0.77 1.32
C -0.51 0.63 1.38
C -0.14 1.30 0.18
H 0.70 -1.05 -1.97
H 0.37 -2.52 0.21
H -0.84 -1.28 2.17
H -0.71 1.23 2.26
H -0.05 2.36 -0.04
*
```

Atom charges from the Löwdin analysis, given in e for atoms 1 to 2: number 1, Cs, carries 1.017; number 2, N, carries -0.144

[5]
ORCA calculation (the ωB97M-V functional and the def2-TZVPD basis) on the molecule C5H5F.

Properties
SMILES string: C#C/C=C(/C)F
HOMO level: -0.3265 hartree
Orbital gap: 9.81 eV
Energy above the lowest of the compared OMol25 structures with the same formula, charge and spin: 1.864 eV

ORCA input file:
```
! wB97M-V def2-TZVPD RIJCOSX def2/J DEFGRID3
* xyz 0 1
C -2.92 -0.06 0.03
C -1.78 -0.39 -0.13
C -0.40 -0.65 -0.07
C 0.44 0.38 -0.03
C 1.92 0.12 0.01
F 0.07 1.69 -0.08
H -3.81 0.43 0.21
H -0.11 -1.74 0.04
H 2.22 0.86 -0.78
H 1.92 -0.97 -0.24
H 2.45 0.31 1.05
*
```

Atom charges from the Löwdin analysis, given in e for atoms 1 to 2: number 1, C, carries 0.128; number 2, C, carries -0.156

[6]
ORCA calculation (the ωB97M-V functional and the def2-TZVPD basis) on the molecule C5H5F.

Properties
SMILES string: C#CCC(=C)F
HOMO level: -0.3569 hartree
Orbital gap: 10.68 eV
Energy above the lowest of the compared OMol25 structures with the same formula, charge and spin: 1.727 eV

ORCA input file:
```
! wB97M-V def2-TZVPD RIJCOSX def2/J DEFGRID3
* xyz 0 1
C -1.89 1.60 -0.81
C -0.78 1.14 -0.75
C 0.44 0.44 -0.51
C 0.30 -0.44 0.71
C 0.92 -1.60 0.77
F -0.56 -0.02 1.63
H -2.93 1.81 -0.98
H 1.16 1.31 -0.30
H 0.76 -0.11 -1.37
H 1.60 -1.83 -0.01
H 0.98 -2.29 1.62
*
```

Atom charges from the Löwdin analysis, given in e for atoms 1 to 2: number 1, C, carries 0.121; number 2, C, carries -0.171

[7]
ORCA calculation (the ωB97M-V functional and the def2-TZVPD basis) on a cluster of 2 separate species, C5H5F2N2O2 in total.

Properties
HOMO level: -0.5269 hartree
Orbital gap: 9.37 eV
Energy above the lowest of the compared OMol25 structures with the same formula, charge and spin: 1.255 eV

ORCA input file:
```
! wB97M-V def2-TZVPD RIJCOSX def2/J DEFGRID3
* xyz 1 1
C -0.68 -0.08 0.63
C -1.17 -0.03 -0.75
C 0.31 0.81 1.08
C 1.34 0.87 -0.13
C 1.99 -0.19 -0.68
N -2.04 -1.64 0.33
N -1.26 -1.06 1.15
O -0.87 0.86 -1.59
O -2.09 -0.98 -0.90
F 3.22 -0.24 -1.05
F 1.35 -1.30 -0.85
H -0.08 1.80 1.25
H 0.57 0.53 2.04
H 1.98 1.83 -0.01
H 0.21 1.25 -0.95
H -2.77 -2.42 0.43
*
```

Atom charges from the Löwdin analysis, given in e for atoms 1 to 2: number 1, C, carries -0.263; number 2, C, carries -0.332

[8]
ORCA calculation (the ωB97M-V functional and the def2-TZVPD basis) on a cluster of 2 separate species, C5H5F3O2S in total.

Properties
HOMO level (spin up / spin down): -0.3358 / -0.3477 hartree
Orbital gap (spin up / spin down): 6.93 / 7.68 eV
Energy above the lowest of the compared OMol25 structures with the same formula, charge and spin: 3.101 eV

ORCA input file:
```
! wB97M-V def2-TZVPD RIJCOSX def2/J DEFGRID3
* xyz 0 1
C -1.19 -0.86 -0.53
C -1.04 0.15 0.24
C -2.51 -0.03 0.16
C -0.74 -1.82 -1.52
C 2.39 0.67 0.83
O 0.81 2.27 2.55
O 1.06 2.92 0.26
F 3.41 1.20 0.11
F 2.84 0.10 1.91
F 1.93 -0.34 0.00
S 0.84 1.84 1.16
H -3.00 0.60 -0.62
H -2.94 -0.62 0.89
H -1.51 -2.64 -1.79
H 0.27 -2.20 -1.05
H -0.62 -1.24 -2.60
*
```

Atom charges from the Löwdin analysis, given in e for atoms 1 to 2: number 1, C, carries -0.239; number 2, C, carries -0.027

[9]
ORCA calculation (the ωB97M-V functional and the def2-TZVPD basis) on the molecule C5H5F4NO2S.

Properties
SMILES string: O=C(O)[C@@]1(F)CSCN1C(F)(F)F
HOMO level: -0.3654 hartree
Orbital gap: 10.31 eV
Energy above the lowest of the compared OMol25 structures with the same formula, charge and spin: 0.196 eV

ORCA input file:
```
! wB97M-V def2-TZVPD RIJCOSX def2/J DEFGRID3
* xyz 0 1
O -1.20 -0.83 -2.96
C -0.17 -0.61 -2.37
O 0.98 -1.27 -2.51
C -0.24 0.36 -1.16
F -0.72 1.54 -1.70
C -1.26 -0.21 -0.18
S -0.35 -0.90 1.24
C 0.80 0.48 1.05
N 1.05 0.65 -0.49
C 1.71 1.79 -0.85
F 3.02 1.88 -0.42
F 1.14 3.00 -0.47
F 1.90 1.87 -2.21
H 1.82 -0.99 -2.10
H -1.67 0.75 0.28
H -2.03 -0.78 -0.63
H 1.55 0.44 1.81
H 0.32 1.37 1.33
*
```

Atom charges from the Löwdin analysis, given in e for atoms 1 to 2: number 1, O, carries 0.139; number 2, C, carries -0.431

[10]
ORCA calculation (the ωB97M-V functional and the def2-TZVPD basis) on the molecule C5H5FO2.

Properties
SMILES string: O=C[C@@]1(F)CC=CO1
HOMO level: -0.3316 hartree
Orbital gap: 9.59 eV
Energy above the lowest of the compared OMol25 structures with the same formula, charge and spin: 1.895 eV

ORCA input file:
```
! wB97M-V def2-TZVPD RIJCOSX def2/J DEFGRID3
* xyz 0 1
O -1.66 -1.70 0.02
C -1.77 -0.53 -0.26
C -0.71 0.57 0.27
F -1.28 1.66 0.65
C 0.39 0.12 1.07
C 1.43 -0.31 0.05
C 1.16 0.17 -1.15
O -0.09 0.75 -1.29
H -2.31 0.02 -1.07
H -0.06 -0.78 1.52
H 0.75 0.85 1.84
H 2.30 -0.86 0.32
H 1.85 0.06 -1.95
*
```

Atom charges from the Löwdin analysis, given in e for atoms 1 to 2: number 1, O, carries 0.088; number 2, C, carries -0.121

[11]
ORCA calculation (the ωB97M-V functional and the def2-TZVPD basis) on a structure of composition C5H5FO4Sn.

Properties
HOMO level (spin up / spin down): -0.5171 / -0.5169 hartree
Orbital gap (spin up / spin down): 7.52 / 6.22 eV

ORCA input file:
```
! wB97M-V def2-TZVPD RIJCOSX def2/J DEFGRID3
* xyz 1 2
C 1.23 -0.78 0.51
C 0.31 -1.90 0.01
O 0.49 -2.95 0.97
C 1.20 -2.50 2.01
O 1.56 -1.23 1.83
O 1.44 -3.15 2.99
O 0.78 0.44 0.51
F 2.44 -0.86 -0.19
H 0.58 -2.26 -0.98
Sn 0.22 1.76 -0.44
H -0.75 -1.57 0.01
C -2.20 3.10 -1.08
C -1.31 2.46 -1.83
H -2.74 2.61 -0.26
H -2.39 4.17 -1.24
H -0.86 2.67 -2.81
*
```

Atom charges from the Löwdin analysis, given in e for atoms 1 to 2: number 1, C, carries -0.597; number 2, C, carries -0.016

[12]
ORCA calculation (the ωB97M-V functional and the def2-TZVPD basis) on the molecule C5H5FS2.

Properties
SMILES string: C=C(/C=C/F)C(=S)S
HOMO level: -0.3303 hartree
Orbital gap: 7.89 eV
Energy above the lowest of the compared OMol25 structures with the same formula, charge and spin: 1.951 eV

ORCA input file:
```
! wB97M-V def2-TZVPD RIJCOSX def2/J DEFGRID3
* xyz 0 1
C 0.24 -1.31 0.69
C 0.18 -0.01 0.31
C -1.07 0.62 -0.01
C -2.30 0.05 -0.32
F -3.29 0.92 -0.79
C 1.40 0.69 0.00
S 1.54 2.33 0.06
S 2.50 -0.44 -0.87
H 1.13 -1.83 0.81
H -0.58 -1.88 1.19
H -0.93 1.72 -0.03
H -2.56 -1.11 -0.40
H 3.72 0.25 -0.64
*
```

Atom charges from the Löwdin analysis, given in e for atoms 1 to 2: number 1, C, carries 0.053; number 2, C, carries -0.475